Entry 1:
50
Properties=species:S:1:pos:R:3:nbo_charge:R:1 method="wB97M-V/def2-TZVPD" orbital_gap_ev=6.74 charge=-1
C 3.996 -3.420 -1.908 -0.2583
I -0.277 -1.543 2.014 -0.4641
O 0.496 3.740 0.067 -0.9557
H 2.590 -0.061 1.262 -0.4145
C 1.302 -3.919 -2.857 -0.2600
C 3.428 -2.155 -1.033 -0.2210
H -3.357 -0.829 -1.541 0.4763
H 2.063 1.078 -1.070 -0.2819
O -3.326 -0.771 -0.575 -0.9743
H -0.466 3.251 2.205 0.5036
H -3.857 -3.335 0.573 0.4687
H -0.091 5.754 5.194 0.4583
H 4.178 -1.530 -0.388 0.2417
O -3.441 -3.604 1.406 -0.9603
H 1.253 4.229 -0.288 0.4690
H -0.562 3.784 -2.641 0.4808
H -0.157 4.997 3.870 0.4902
O -2.317 4.522 -0.468 -0.9555
O -0.904 3.138 3.062 -0.9544
H -0.969 5.010 -5.141 0.4842
H 3.324 -5.191 -3.460 0.2164
O 1.272 -4.704 3.768 -0.9625
C 1.821 -1.779 -1.085 -0.5162
O 0.289 5.740 4.303 -0.9588
H -0.161 5.937 -6.046 0.4670
H -2.391 -0.912 -0.362 0.5090
H -5.836 -2.191 0.979 0.4670
O 4.223 -4.776 4.537 -0.9580
Nb 1.137 0.023 0.129 1.5649
O -5.929 -1.581 0.232 -0.9756
H -0.370 0.063 -0.936 -0.4763
H 3.363 -4.500 4.185 0.4955
O -1.063 5.620 -5.888 -0.9520
H -2.978 3.848 -0.686 0.4843
H -0.272 4.255 -0.222 0.4851
H 4.305 -5.700 4.256 0.4586
H 5.147 -3.664 -1.887 0.2238
C 2.925 -4.272 -2.812 -0.2519
H -5.027 -1.264 0.074 0.4945
H -0.426 -2.391 -1.995 0.2294
H 0.960 3.696 -2.718 0.4856
H -2.729 -2.958 1.531 0.4847
H 0.573 1.604 0.897 -0.3246
O 0.215 4.265 -2.962 -0.9659
H 0.759 -3.884 3.827 0.4893
C 0.715 -2.649 -1.981 -0.2161
H 0.540 -4.527 -3.515 0.2177
H -2.829 5.342 -0.409 0.4768
H 0.610 -5.378 3.550 0.4758
H -1.753 3.592 2.952 0.4597

Entry 2:
48
Properties=species:S:1:pos:R:3:mulliken_spin:R:1 method="wB97M-V/def2-TZVPD" multiplicity=2 orbital_gap_ev="2.23 / 9.17" s2=0.751 de_lowest_kcal_mol=100.1 charge=-1
H -2.242 -0.626 3.146 -0.0308
O -1.877 2.531 3.163 0.0332
H 0.322 -1.112 -1.541 0.2262
H -2.639 2.515 1.325 -0.0399
H 4.753 1.474 -1.493 -0.0032
H 1.323 -1.103 4.309 -0.0076
C 2.559 0.667 0.445 0.0427
H -4.235 -1.818 -1.264 -0.0724
H -3.373 -2.481 -2.129 0.0062
H 2.434 -3.331 -1.903 -0.0132
O -2.428 2.824 0.530 0.1778
H -1.693 2.438 0.315 0.0160
H 2.192 -4.193 -0.696 0.0253
O 1.818 -4.166 -1.574 -0.0411
C 1.796 -0.507 1.003 -0.0360
O -1.618 -0.092 3.724 0.0322
H -0.052 0.296 -0.075 0.0374
H -1.711 1.643 3.650 -0.0147
O -2.569 1.996 -2.071 -0.3731
C 3.650 1.424 -1.554 0.2467
H 3.117 2.220 -1.166 -0.0144
H -1.200 3.057 3.518 -0.0097
H 1.851 0.530 2.690 -0.0010
H -0.757 -2.267 -3.386 -0.0142
H 3.357 1.137 1.104 -0.0197
O -1.544 -1.839 -3.171 -0.0573
H -1.539 -0.808 -3.457 0.0830
C 0.209 -1.732 -0.572 0.5945
N 3.134 0.177 -0.838 0.0428
H 2.362 -1.463 0.926 -0.0301
H 3.716 1.367 -2.621 -0.1438
C 0.379 -0.636 0.440 -0.2277
H -2.989 2.659 -1.389 0.0785
H 1.899 1.676 0.184 0.0510
H 2.255 -0.018 -1.453 -0.0671
H -0.860 -0.161 3.236 0.0250
H -1.303 3.363 -2.853 -0.0294
N 1.341 -0.284 2.482 0.0431
H -0.124 2.299 -2.851 0.0167
H 0.959 -2.329 3.074 0.0150
O -0.421 3.104 -3.153 0.3166
O -3.552 -2.500 -1.209 0.2662
C 1.591 -1.402 3.273 0.0538
H 0.998 -2.492 -0.566 -0.0495
H 2.573 -1.928 3.119 -0.0223
H -0.659 -2.303 -0.603 -0.2591
H -0.388 -0.634 1.255 0.0690
H -3.253 1.383 -2.023 0.0784

Entry 3:
54
Properties=species:S:1:pos:R:3:nbo_charge:R:1 method="wB97M-V/def2-TZVPD" smiles="NC(N)=O.NC(N)=O.NC(N)=O.CO.CO.CO.O.O.O.O" orbital_gap_ev=10.12 charge=0
O 0.926 -2.624 -3.213 -0.9791
H -2.681 2.206 -2.812 0.5094
N -3.503 -2.081 0.456 -0.8505
O 3.237 0.259 1.529 -0.7411
H -1.657 1.217 1.789 0.1851
H 3.790 -0.932 -0.117 0.1643
H -3.931 -2.190 1.378 0.4080
H -3.658 2.544 -0.852 0.4697
O -0.626 3.224 0.039 -0.7491
N 1.056 3.717 1.437 -0.8267
O -3.201 0.446 3.106 -0.7297
H 0.978 0.610 0.141 0.1848
N 1.408 3.175 -0.801 -0.8417
H -0.782 3.125 -3.801 0.5193
H 1.048 3.339 -1.745 0.4488
H 0.442 -2.527 3.595 0.3967
H 0.841 -1.755 -2.803 0.4995
O -2.920 1.988 -1.045 -0.9725
H 3.236 -3.824 1.092 0.3876
C 0.583 3.398 0.229 0.7788
H -1.232 -2.993 -1.491 0.4153
H -4.137 -1.933 -0.332 0.3866
C 4.205 -0.175 0.604 -0.2490
H 4.582 0.728 0.085 0.1703
H -0.687 -0.243 -0.187 0.1605
O -1.572 -3.274 0.945 -0.6917
O 0.213 3.180 -3.545 -0.9999
H 2.404 3.131 -0.623 0.3851
O 2.936 -2.634 3.048 -0.6653
H 5.079 -0.662 1.099 0.1674
H 0.198 0.745 -2.069 0.4894
O -2.559 2.624 -3.678 -0.9973
H 1.629 -4.268 0.703 0.3943
H -1.197 -0.147 2.624 0.1676
H -3.233 2.330 -4.292 0.4795
H 0.549 3.592 2.325 0.4152
C 2.062 -3.011 2.329 0.7893
N -2.184 -2.955 -1.214 -0.8244
C -2.353 -2.777 0.136 0.7916
C 0.434 -0.241 -0.380 -0.2439
O 0.567 -0.105 -1.767 -0.7701
C -1.809 0.753 2.746 -0.2608
H 0.616 3.363 -4.408 0.4723
H 0.950 -1.108 -0.198 0.1853
H 1.855 -2.916 -3.097 0.4696
H -3.587 -0.009 2.379 0.4577
H 3.120 -0.453 2.163 0.4869
H -2.220 2.542 -0.651 0.5206
H -1.482 1.363 3.548 0.1787
H 2.018 3.987 1.608 0.3913
H -2.744 -2.365 -1.814 0.3739
N 0.729 -2.791 2.689 -0.8612
H -0.020 -3.035 2.099 0.4181
N 2.285 -3.558 1.014 -0.8646

Entry 4:
49
Properties=species:S:1:pos:R:3:nbo_charge:R:1 method="wB97M-V/def2-TZVPD" orbital_gap_ev=8.23 de_lowest_kcal_mol=33.1 charge=-1
H -1.800 3.111 1.584 0.4967
C -3.609 1.009 0.979 -0.6223
O -0.496 -1.080 3.228 -1.0236
H -2.473 1.515 4.038 0.4535
O -1.958 0.774 4.371 -0.9723
H 1.334 -1.732 -3.069 0.4770
H 2.231 -2.215 0.355 0.5049
H 1.312 2.311 0.338 0.2089
H -0.908 0.938 -1.246 0.1642
H 3.751 1.365 -1.787 0.4655
O 1.282 -3.988 -1.598 -0.9798
H -0.473 3.836 -0.334 0.2219
H -2.158 -0.497 1.582 0.2032
H -0.060 -0.872 2.320 0.5083
O -2.124 4.021 1.526 -0.9720
O 0.484 -2.037 -3.406 -0.9946
C -2.284 0.256 0.800 -0.2367
H -0.788 2.950 -1.734 0.1906
H 0.179 -3.245 2.675 0.4816
H 2.317 1.253 -2.381 0.4824
H -3.880 1.452 0.028 0.1938
H 0.843 -2.364 1.593 0.4931
H -1.585 0.333 3.576 0.4938
C 0.051 3.327 -1.145 -0.6274
H 2.197 -3.648 -1.672 0.4933
H -0.659 1.102 1.683 0.3836
C 0.693 2.058 -0.529 -0.3670
H 1.195 -3.816 -0.659 0.4901
H 0.293 -0.827 3.727 0.4664
O 0.437 0.461 -4.239 -0.9704
O 0.947 -0.624 1.071 -0.9981
N -1.138 1.185 0.805 -0.6800
H -0.234 -1.229 -0.492 0.1382
O 2.789 -2.322 -0.431 -0.9914
H 3.073 -1.427 -0.639 0.4837
O 3.219 0.915 -2.441 -0.9483
H -2.697 4.080 0.758 0.4646
H -0.212 0.501 -3.537 0.4653
H 0.673 4.036 -1.637 0.2028
H -4.422 0.448 1.451 0.2076
H 0.360 -2.868 -2.922 0.5168
H -2.405 -0.279 -0.140 0.1907
C -0.278 0.901 -0.349 -0.0669
H -3.558 1.833 1.694 0.1996
H 1.366 -0.423 -0.902 0.1360
H 0.581 -0.496 -4.356 0.4950
H 1.512 1.754 -1.212 0.1522
C 0.500 -0.442 -0.236 -0.0593
O 0.624 -3.292 1.826 -1.0153

Entry 5:
49
Properties=species:S:1:pos:R:3:nbo_charge:R:1 method="wB97M-V/def2-TZVPD" orbital_gap_ev=9.48 de_lowest_kcal_mol=70.8 charge=+1
H 0.203 -2.268 1.312 0.2069
H -4.427 0.442 2.676 0.4863
H -1.229 -1.867 -2.063 0.2182
C -0.424 -1.790 -1.343 -0.4091
H 1.252 2.210 -0.814 0.4674
H 1.877 1.379 1.743 0.2074
C -1.050 -1.271 -0.046 -0.4172
C 0.453 -3.034 -1.275 -0.6389
O 3.671 -0.767 2.298 -0.9361
H 4.010 -1.564 1.885 0.4797
H 1.115 -0.547 -4.904 0.4917
H 1.418 -2.908 -1.784 0.2159
H -2.339 -3.941 1.719 0.4960
H -0.545 -1.098 2.163 0.2174
O 3.809 0.051 -0.183 -1.0116
N 1.027 -0.347 0.905 -0.6743
C -0.130 -1.207 1.148 -0.2487
H 0.232 -1.032 -1.733 0.1870
H -3.555 -0.641 2.078 0.4817
O 2.319 1.472 -1.813 -1.0102
H -2.694 -3.188 3.140 0.4914
H 0.002 3.335 -0.776 0.4629
H -0.827 1.785 0.276 0.2378
H 0.895 -3.247 -0.280 0.2069
H -2.453 2.232 -0.955 0.5145
O -2.109 -3.291 2.391 -0.9816
H -4.327 1.555 -0.505 0.4807
H 3.253 1.293 -1.567 0.5463
H 2.044 1.466 -2.734 0.5211
H -1.377 -0.266 -0.356 0.1983
H 1.392 3.531 0.252 0.4184
H 3.598 0.013 0.787 0.5063
H -0.396 2.815 1.584 0.2230
H 0.057 -4.015 -1.536 0.2230
H -3.944 0.466 0.584 0.5098
O 1.098 0.276 -4.413 -0.9606
C 0.027 2.084 0.932 -0.2383
H 0.305 0.293 -3.863 0.4737
H 4.236 -0.780 -0.400 0.4774
O -4.453 -0.276 2.029 -0.9227
H -1.987 -1.761 0.217 0.2132
C 0.834 1.011 1.539 -0.2785
O -1.786 2.830 -1.346 -1.0056
H 2.723 -0.912 2.437 0.4972
N 0.725 2.902 -0.190 -0.7288
O -3.612 1.006 -0.174 -1.0118
H 0.373 0.750 2.516 0.2247
H -2.202 3.100 -2.177 0.4922
H 1.397 -0.092 -0.006 0.3994

Entry 6:
52
Properties=species:S:1:pos:R:3:nbo_charge:R:1 method="wB97M-V/def2-TZVPD" orbital_gap_ev=8.76 de_lowest_kcal_mol=96.7 charge=-1
H -1.673 -1.989 0.209 0.2435
H -4.280 0.624 -0.070 0.4597
H 2.148 0.527 -2.860 0.5227
H -0.786 2.535 -0.922 0.4914
H 0.295 2.043 -1.723 0.4921
H -0.077 -3.382 -2.266 0.4779
H -2.556 -1.345 3.038 0.1971
O 0.605 -3.038 -1.584 -0.9972
H 1.820 2.902 1.250 0.1562
O 3.007 -2.660 -0.596 -0.9980
H -1.616 0.011 -1.571 0.4827
H 0.479 -1.723 0.695 0.2239
O -1.238 1.896 2.593 -0.9754
C 2.540 0.688 1.355 -0.2303
H -0.171 -1.302 -4.537 0.4507
C 0.751 -1.058 1.653 -0.2488
C 2.585 2.223 1.694 -0.0594
H -2.599 3.306 -0.148 0.4770
H 0.469 -1.097 -3.059 0.5034
O -4.334 0.957 -1.055 -0.9748
H 0.715 0.461 0.409 0.3866
O -0.488 1.691 -1.247 -0.9892
O 2.464 1.468 -3.270 -1.0377
H -3.573 0.514 -1.472 0.5040
C -1.982 -1.181 2.221 -0.3719
H -1.822 1.350 2.042 0.4604
O 3.793 2.661 1.226 -0.7323
C -2.250 -2.202 1.141 -0.6339
H 0.651 -0.164 -1.351 0.4467
H -0.314 -1.759 3.345 0.1913
H 2.917 0.491 0.324 0.2025
H -0.396 1.736 2.088 0.4982
H 2.648 2.364 2.770 0.1694
N 1.154 0.348 1.326 -0.7052
O -2.049 -0.667 -1.986 -1.0314
H -0.434 -0.192 3.420 0.2329
H 2.992 0.081 2.321 0.1951
H -3.263 -2.427 0.737 0.2158
H -1.754 -3.141 1.543 0.1926
H -1.858 3.467 1.172 0.4971
O -1.866 3.650 0.257 -0.9668
O -0.315 -1.302 -3.718 -1.0220
H 3.806 2.619 0.247 0.4688
H -2.454 -0.216 1.857 0.1303
C -0.535 -0.974 2.624 -0.4384
O 1.307 -0.424 -1.972 -1.2087
H 1.713 1.725 -3.811 0.4439
H 2.327 -3.192 -1.023 0.4884
H 2.746 -1.742 -0.909 0.4898
H 1.487 -1.800 2.162 0.2148
H -1.562 -1.190 -2.654 0.5181
H 0.828 -2.167 -1.917 0.4963

Entry 7:
52
Properties=species:S:1:pos:R:3:nbo_charge:R:1 method="wB97M-V/def2-TZVPD" orbital_gap_ev=9.32 de_lowest_kcal_mol=12.4 charge=-1
H -1.378 -1.183 -2.871 0.4920
H -0.835 1.803 -0.700 0.1935
H -3.441 1.183 1.050 0.1930
H 0.758 -0.841 -3.421 0.5151
O -1.636 -1.802 -2.144 -1.0366
C -1.566 0.041 1.210 -0.2445
H -0.424 -2.685 -0.111 0.4970
O 1.651 1.467 -0.611 -1.0123
H -1.925 2.132 1.728 0.2113
H 0.284 -1.767 1.635 0.2169
H 1.299 -2.161 -2.258 0.5155
C -2.263 1.367 0.943 -0.4187
H -1.598 -0.601 0.248 0.2193
O -1.106 -3.212 0.419 -1.0175
H 1.014 -0.980 -0.576 0.4622
H 2.405 -2.486 1.904 0.5010
H -0.181 1.629 2.845 0.4954
H -0.038 -1.155 3.147 0.1857
O 2.002 -3.420 0.599 -1.0112
H 1.427 2.144 -2.217 0.4717
O 1.105 3.518 1.028 -0.9436
N -0.160 0.318 1.627 -0.6999
O 1.789 -2.140 -3.169 -1.0200
H 2.215 -0.061 3.344 0.1753
H -3.839 1.435 -1.449 0.1879
H 1.474 2.258 -0.006 0.5120
H -2.471 1.561 -2.515 0.2122
O 0.751 -1.810 -0.899 -1.1829
H 0.359 0.638 0.820 0.3903
H 0.331 3.903 0.726 0.4803
H 0.874 3.084 1.875 0.5127
H 1.009 1.526 -3.438 0.4779
O -0.208 2.377 3.523 -1.0241
C -1.956 1.945 -0.458 -0.3939
C 1.970 -0.616 2.438 -0.0662
H -2.662 0.122 -1.534 0.2475
H 2.715 -2.039 -3.051 0.4683
H -2.191 3.055 -0.457 0.1903
H 2.410 -0.099 1.559 0.1417
O 2.632 -1.864 2.652 -0.7780
H -0.754 -1.877 -1.659 0.4917
H -2.097 -0.497 2.016 0.1967
C 0.471 -0.884 2.258 -0.2544
O 1.431 2.266 -3.159 -0.9886
H -0.716 2.021 4.216 0.4673
H 0.140 0.002 -2.268 0.4779
H -1.846 -3.245 -0.219 0.4760
O 0.106 -0.063 -3.267 -1.0155
C -2.785 1.225 -1.549 -0.6408
H 1.295 -4.015 0.862 0.4781
H 1.572 -2.778 -0.071 0.5069
H 2.587 1.264 -0.596 0.4881

Entry 8:
52
Properties=species:S:1:pos:R:3:nbo_charge:R:1 method="wB97M-V/def2-TZVPD" smiles=CCCSSCCC.O.O.O.O.O.O.O.O.O.O orbital_gap_ev=8.72 charge=0
H 0.164 -0.229 -2.583 0.2056
C -1.374 -3.133 -1.920 -0.6168
H 3.154 2.749 -2.526 0.2257
H -3.127 2.096 -2.867 0.4699
H 2.636 -1.156 3.370 0.4868
C 2.800 2.102 -1.700 -0.4113
O -1.323 0.830 3.247 -1.0066
H 1.943 3.264 0.034 0.2207
S 2.785 -0.502 -0.521 0.1074
H -3.056 -2.652 2.013 0.4793
H -1.623 -3.650 -2.845 0.2187
H 3.598 3.634 -0.327 0.2076
H -2.630 -2.358 3.335 0.4813
O 1.968 1.882 2.825 -0.9906
H -2.227 0.694 2.837 0.5171
H -1.629 0.692 -4.339 0.4808
H -1.986 2.347 -1.914 0.5023
H 1.828 2.704 3.253 0.4779
H 4.452 0.671 -1.845 0.2405
H 0.385 -1.193 3.209 0.4789
H 0.837 -2.779 -1.642 0.2139
H 3.067 0.105 -2.739 0.2295
C -0.184 -0.792 -1.725 -0.5245
H -0.258 1.293 -4.101 0.4604
H 1.936 1.076 3.309 0.5031
H -3.521 -1.040 1.777 0.4959
H 0.154 -2.229 -3.169 0.2104
O -0.372 -1.591 3.649 -0.9986
O -1.628 -2.469 0.827 -0.9725
O -3.480 -2.488 2.865 -0.9509
C -0.076 -2.338 -2.099 -0.4298
H -1.276 -3.929 -1.200 0.1911
O 2.109 -0.677 4.011 -0.9725
H 1.580 -1.333 4.509 0.5030
H -0.634 -0.740 4.059 0.5083
H -1.153 -2.104 1.579 0.5005
H 1.704 2.091 -1.937 0.1655
H -2.223 -2.534 -1.604 0.2210
H -1.004 -3.109 0.464 0.4830
H -2.933 -0.156 0.680 0.4802
H 0.135 2.325 -1.129 0.4887
O -0.569 2.948 -0.898 -0.9659
H -0.751 2.922 0.066 0.4913
H -0.903 1.540 2.767 0.4756
C 3.325 0.678 -1.782 -0.5730
C 2.884 2.826 -0.311 -0.6200
O -2.466 1.594 -2.360 -0.9895
O -3.165 -0.159 1.612 -0.9759
H -1.211 -0.548 -1.385 0.2501
O -0.911 1.140 -4.813 -0.9391
S 0.884 -0.363 -0.279 0.0403
H 3.369 2.048 0.263 0.2253

Entry 9:
60
Properties=species:S:1:pos:R:3:nbo_charge:R:1 method="wB97M-V/def2-TZVPD" orbital_gap_ev=4.49 de_lowest_kcal_mol=138.0 charge=-2
H 2.689 3.660 3.543 0.4914
O 5.111 4.945 -3.078 -0.9380
O 2.525 1.431 -0.539 -0.7008
O -4.882 5.715 1.166 -0.9499
O 2.149 -2.038 5.353 -0.9455
H 2.150 -3.826 -3.798 0.4861
H -1.900 -0.611 -4.703 0.4877
H 0.947 3.168 0.814 0.1825
C 1.403 1.194 -0.059 0.4400
O 2.149 -4.675 -4.240 -0.9511
O 3.296 1.401 -4.947 -0.9437
O -0.999 2.257 -4.428 -0.9626
H -6.148 1.096 2.087 0.4855
H 6.542 0.796 -2.308 0.4789
O -4.509 -4.169 -0.759 -0.9480
H -4.289 5.021 1.453 0.4875
O 7.370 0.384 -2.556 -0.9373
H 6.055 4.799 -3.015 0.4557
H -6.796 1.485 0.775 0.4672
H 1.274 -6.880 -1.798 0.4757
O 3.965 -4.822 0.464 -0.9459
H 3.445 1.233 -4.017 0.4840
H -5.714 5.269 1.007 0.4620
C -0.491 1.733 1.528 0.3853
O 0.865 -7.241 -1.012 -0.9454
H -5.643 -3.099 4.434 0.4791
H 1.378 -4.650 -4.807 0.4649
H -4.093 -3.345 -0.505 0.4854
O -6.166 -3.195 5.230 -0.9392
H -0.733 -1.589 0.410 0.1822
O 1.246 -0.980 -1.134 -0.7020
H -0.118 1.987 -4.166 0.4802
H -6.005 -4.094 5.516 0.4601
C -0.349 -0.599 0.611 -0.5347
O -6.997 1.293 1.691 -0.9531
H 1.475 -2.278 4.717 0.4777
O -2.075 -0.187 1.967 -0.7620
C 0.761 -0.257 -0.254 0.4401
H -1.238 2.936 -3.797 0.4820
O -1.941 -0.943 7.738 -0.9408
C 0.611 2.142 0.779 -0.5609
H -1.213 4.972 -1.190 0.4881
O -2.182 -1.508 -4.882 -0.9565
H 3.821 -4.216 -0.263 0.4758
H 3.969 0.889 -5.395 0.4589
H 3.968 4.435 3.311 0.4609
H 7.983 1.114 -2.648 0.4584
H -3.998 -4.475 -1.508 0.4623
H -1.676 -2.045 -4.271 0.4683
H 4.720 4.153 -2.709 0.4820
H -1.788 6.248 -1.767 0.4618
H -0.033 -6.911 -1.034 0.4695
H -1.914 -1.895 7.829 0.4607
H 1.696 -1.478 5.984 0.4674
H 3.172 -5.357 0.492 0.4698
O -1.074 2.679 2.243 -0.7490
C -0.975 0.266 1.410 0.3852
H -2.524 -0.790 6.994 0.4799
O -1.657 5.321 -1.963 -0.9507
O 3.384 4.129 4.004 -0.9531